This record from the OMol25 dataset describes a structure of composition C47H61Br2N2O2P2ReSi4. The level of theory is the ωB97M-V functional and the def2-TZVPD basis.

Results
- gap between HOMO and LUMO (alpha / beta) (Eh) = 0.247 / 0.253
- ΔE to the lowest compared entry with this formula, charge and spin (kJ/mol) = 0.00
- total energy (Eh) = -9154.45385

ORCA input file:
```
! RIJCOSX wB97M-V def2-TZVPD def2/J DEFGRID3
* xyz 1 2
Re 0.226 -0.005 0.275
N 2.728 1.866 -0.341
P 3.007 0.306 0.269
C 4.529 -0.258 -0.562
C 4.717 -1.574 -0.964
C 5.921 -1.968 -1.536
C 6.939 -1.046 -1.710
C 6.768 0.268 -1.288
C 5.575 0.656 -0.706
C 3.633 0.582 1.946
C 4.446 -0.382 2.540
C 4.892 -0.210 3.840
C 4.541 0.932 4.547
C 3.713 1.881 3.966
C 3.246 1.705 2.671
P 1.158 1.992 -0.903
C 0.599 3.667 -0.526
C 1.506 4.684 -0.249
C 1.063 5.990 -0.099
C -0.288 6.287 -0.210
C -1.198 5.272 -0.470
C -0.757 3.965 -0.618
C 1.358 2.031 -2.716
C 0.754 2.995 -3.523
C 0.982 2.997 -4.892
C 1.821 2.044 -5.452
C 2.434 1.083 -4.656
C 2.199 1.075 -3.290
H 3.469 2.496 -0.620
H 3.934 -2.304 -0.820
H 6.061 -2.997 -1.841
H 7.876 -1.351 -2.157
H 7.575 0.980 -1.395
H 5.476 1.669 -0.329
H 4.740 -1.266 1.985
H 5.519 -0.964 4.297
H 4.907 1.078 5.555
H 3.419 2.760 4.525
H 2.573 2.433 2.236
H 2.562 4.471 -0.146
H 1.774 6.775 0.121
H -0.630 7.305 -0.085
H -2.255 5.492 -0.539
H -1.483 3.178 -0.784
H 0.113 3.746 -3.078
H 0.526 3.744 -5.529
H 2.013 2.054 -6.518
H 3.081 0.344 -5.111
H 2.686 0.330 -2.667
C -2.521 1.568 -4.327
C -1.574 0.540 -3.787
C -1.001 -0.443 -4.582
C -0.144 -1.364 -4.010
C 0.128 -1.257 -2.660
Br 1.330 -2.451 -1.867
N -0.398 -0.328 -1.867
C -1.244 0.541 -2.443
H -2.753 1.372 -5.372
H -2.087 2.566 -4.257
H -3.455 1.569 -3.763
H -1.230 -0.497 -5.639
H 0.322 -2.149 -4.588
H -1.676 1.274 -1.774
C -2.439 2.828 2.193
O -2.074 1.710 1.355
C -0.780 1.396 1.342
O 0.042 2.017 2.010
H -2.254 2.594 3.238
H -3.501 2.978 2.022
H -1.872 3.712 1.915
C -1.953 -4.004 -2.100
Si -1.954 -3.605 -0.254
C -3.549 -4.382 0.380
C -0.560 -4.614 0.512
Si -2.067 -1.306 0.458
Si -2.713 -1.637 2.752
C -2.489 -0.144 3.875
C -1.778 -3.067 3.540
C -4.542 -2.049 2.992
Si -3.991 -0.471 -0.717
C -5.608 -0.961 0.112
C -4.181 1.410 -0.851
C -4.148 -1.259 -2.430
H -1.929 -5.095 -2.186
H -1.102 -3.618 -2.657
H -2.862 -3.659 -2.590
H -3.576 -5.423 0.045
H -4.437 -3.888 -0.016
H -3.609 -4.384 1.467
H -0.739 -5.662 0.251
H -0.541 -4.539 1.598
H 0.430 -4.355 0.141
H -1.495 0.298 3.850
H -2.671 -0.489 4.897
H -3.228 0.625 3.650
H -0.698 -2.987 3.435
H -2.092 -4.037 3.153
H -2.011 -3.058 4.609
H -5.163 -1.155 2.935
H -4.642 -2.445 4.007
H -4.951 -2.790 2.310
H -5.789 -0.411 1.035
H -5.690 -2.025 0.326
H -6.408 -0.702 -0.588
H -4.535 1.791 0.108
H -4.950 1.631 -1.597
H -3.290 1.977 -1.111
H -4.622 -2.236 -2.316
H -3.214 -1.413 -2.966
H -4.811 -0.659 -3.059
Br 2.674 -3.429 5.640
C 1.927 -2.433 4.218
C 1.370 -1.191 4.467
C 0.840 -0.444 3.423
C 0.859 -0.905 2.105
C 1.463 -2.154 1.897
C 1.978 -2.928 2.927
H 1.344 -0.806 5.480
H 0.446 0.538 3.647
H 1.561 -2.544 0.891
H 2.430 -3.892 2.720
*
```


This record from the OMol25 dataset describes a cluster of 6 separate species, C18H42Br6O6 in total in a non-equilibrium geometry. The level of theory is the ωB97M-V functional and the def2-TZVPD basis.

Results
- gap between HOMO and LUMO (Eh) = 0.372
- total energy (Eh) = -16606.40393
- SMILES = BrCCBr.BrCCBr.BrCCBr.COCCOC.COCCOC.COCCOC

ORCA input file:
```
! RIJCOSX wB97M-V def2-TZVPD def2/J DEFGRID3
* xyz 0 1
Br -5.950 -4.874 -5.951
C -5.104 -4.682 -4.199
C -4.961 -3.192 -3.988
Br -4.089 -3.039 -2.213
H -4.147 -5.178 -4.201
H -5.738 -5.123 -3.423
H -5.905 -2.659 -3.906
H -4.340 -2.692 -4.733
Br 1.778 2.087 -5.622
C 1.434 0.527 -4.606
C 2.437 0.437 -3.467
Br 2.078 -1.320 -2.654
H 1.547 -0.359 -5.223
H 0.446 0.547 -4.165
H 2.243 1.196 -2.722
H 3.466 0.426 -3.806
Br -3.345 0.672 -2.547
C -2.277 -0.009 -1.085
C -1.181 1.021 -0.908
Br -0.102 0.365 0.588
H -1.908 -0.963 -1.370
H -2.911 -0.081 -0.207
H -1.553 2.011 -0.660
H -0.575 1.048 -1.807
C -0.788 -0.171 5.247
O -1.642 -1.090 4.647
C -2.604 -0.653 3.762
C -3.257 -1.820 3.008
O -3.966 -1.286 1.919
C -4.807 -2.283 1.410
H -0.158 0.277 4.449
H -0.130 -0.605 5.994
H -1.406 0.649 5.651
H -2.201 0.067 2.989
H -3.420 -0.086 4.212
H -3.916 -2.371 3.682
H -2.420 -2.418 2.594
H -5.275 -1.786 0.550
H -5.592 -2.693 2.050
H -4.241 -3.124 0.931
C 2.879 0.210 3.042
O 3.997 -0.577 3.079
C 4.198 -1.277 4.338
C 5.517 -2.005 4.316
O 6.708 -1.338 4.136
C 7.001 -1.103 2.772
H 2.815 0.615 2.033
H 2.925 1.037 3.766
H 1.944 -0.352 3.253
H 3.412 -2.039 4.504
H 4.126 -0.531 5.123
H 5.457 -2.842 3.606
H 5.586 -2.460 5.305
H 6.246 -0.419 2.425
H 6.994 -2.017 2.158
H 7.988 -0.660 2.735
C -1.511 3.388 -4.365
O -0.636 3.217 -3.308
C 0.072 4.313 -2.928
C 0.649 4.147 -1.554
O 1.623 3.112 -1.546
C 2.363 3.035 -0.340
H -0.962 3.666 -5.297
H -2.380 4.008 -4.141
H -1.774 2.348 -4.521
H -0.538 5.225 -2.909
H 0.941 4.416 -3.608
H -0.023 4.008 -0.706
H 1.196 5.100 -1.457
H 2.913 3.970 -0.058
H 3.083 2.240 -0.544
H 1.672 2.791 0.477
*
```


- Look up the total energy of the second one.
  -16606.40393 Eh


- The highest total energy belongs to which entry?
  C47H61Br2N2O2P2ReSi4


- Which formula does entry 2 have?
  C18H42Br6O6